Here is a cluster of 14 separate species, C54H99Cl5N18 in total in a non-equilibrium geometry from the Open Molecules 2025 dataset. Energies are from wB97M-V/def2-TZVPD.

Properties
**Total charge**: +4
**LUMO energy**: -6.8844 eV
**Max |F|**: 1.75 eV/A
**Gap between HOMO and LUMO**: 7.619 eV

Element x y z (Å)
C 5.5783 5.4126 -0.1056
C 4.5273 5.0912 -1.1534
N 4.6322 3.7138 -1.6663
C 3.7553 2.6931 -1.3733
C 4.0813 1.6603 -2.1903
N 5.1238 2.0623 -2.9712
C 5.4355 3.3219 -2.6388
C 5.9666 1.2275 -3.8408
H 6.6059 5.2907 -0.4491
H 5.4166 4.7960 0.7811
H 5.5129 6.4612 0.1874
H 4.6478 5.7528 -2.0103
H 3.5228 5.2226 -0.7530
H 2.9154 2.8837 -0.7246
H 3.7076 0.6453 -2.1932
H 6.2714 3.8195 -3.1020
H 5.8516 0.1888 -3.5444
H 7.0025 1.5317 -3.7396
H 5.6226 1.3236 -4.8677
C -0.9842 -3.7396 -8.2688
C -1.4399 -3.3267 -6.8777
N -0.7670 -4.0795 -5.8240
C 0.5476 -3.9162 -5.4345
C 0.7614 -4.7687 -4.4086
N -0.3653 -5.5587 -4.3060
C -1.3043 -5.0387 -5.0811
C -0.5700 -6.5921 -3.2847
H -1.4214 -3.1182 -9.0433
H -1.3255 -4.7664 -8.4272
H 0.1022 -3.7755 -8.3217
H -2.5181 -3.3906 -6.7172
H -1.2789 -2.2574 -6.7081
H 1.2242 -3.2392 -5.9270
H 1.6065 -4.9249 -3.7612
H -2.3018 -5.4280 -5.1838
H -1.6358 -6.6838 -3.0946
H -0.0570 -6.3499 -2.3625
H -0.2308 -7.5277 -3.7289
C -1.4881 -2.8736 -2.3290
C -0.4858 -2.6010 -1.2083
N -0.4436 -1.1732 -0.8326
C 0.3908 -0.2811 -1.4659
C 0.2979 0.8871 -0.7889
N -0.4935 0.6600 0.2912
C -0.9353 -0.5847 0.2707
C -0.8480 1.6728 1.2563
H -1.0108 -2.8710 -3.3124
H -2.2388 -2.0825 -2.4107
H -2.0160 -3.7984 -2.0981
H 0.5325 -2.8716 -1.4773
H -0.7739 -3.1846 -0.3340
H 0.9104 -0.4753 -2.3891
H 0.7842 1.8402 -0.8906
H -1.7442 -0.9515 0.8931
H 0.0331 2.0923 1.7372
H -1.6448 1.3484 1.9126
H -1.2105 2.5740 0.7480
C 2.8030 -7.2633 5.3139
C 3.8373 -6.8858 4.2492
N 3.6068 -5.5562 3.6604
C 4.3867 -4.4404 3.8377
C 3.8656 -3.4512 3.0766
N 2.7818 -4.0031 2.4297
C 2.6338 -5.2615 2.8012
C 1.9849 -3.3883 1.3720
H 2.5368 -6.3901 5.9069
H 3.2019 -8.0281 5.9786
H 1.9462 -7.7374 4.8383
H 3.7004 -7.5799 3.4204
H 4.8635 -6.9465 4.5974
H 5.2895 -4.5606 4.4115
H 4.0904 -2.4114 2.9331
H 1.7944 -5.8810 2.5106
H 2.3207 -3.8832 0.4584
H 2.1524 -2.3270 1.2168
H 0.9368 -3.6515 1.4900
C 5.6781 8.0336 3.5356
C 4.2034 8.1526 3.8615
N 3.3672 7.0588 3.3486
C 2.3337 7.2315 2.4315
C 1.8812 5.9936 2.1288
N 2.7082 5.0839 2.7256
C 3.5309 5.7602 3.5225
C 2.5772 3.6294 2.6302
H 6.2624 8.6909 4.1773
H 5.9029 8.3018 2.5028
H 6.0864 7.0350 3.7073
H 3.7823 9.0422 3.3960
H 4.0597 8.2797 4.9338
H 2.1906 8.1929 1.9713
H 0.9900 5.7805 1.5579
H 4.3111 5.2969 4.1045
H 3.5154 3.2023 2.2837
H 1.7089 3.4431 2.0050
H 2.3230 3.2154 3.6073
C -3.4473 0.5513 -1.9275
C -3.0220 1.7794 -2.7363
N -1.7880 1.6096 -3.5025
C -1.4460 0.5049 -4.2548
C -0.2192 0.7319 -4.7666
N 0.1363 2.0207 -4.3841
C -0.8347 2.5234 -3.6472
C 1.4024 2.6319 -4.7885
H -4.1047 0.8780 -1.1280
H -2.5563 0.0558 -1.5439
H -3.9389 -0.1657 -2.5872
H -2.8305 2.5962 -2.0381
H -3.8249 2.1087 -3.3956
H -2.1230 -0.3295 -4.2962
H 0.4696 0.1607 -5.3652
H -0.8857 3.4161 -3.0350
H 2.1455 1.8385 -4.7896
H 1.6783 3.3743 -4.0377
H 1.2954 3.1695 -5.7266
C 0.7195 -1.9122 4.1045
C -0.1644 -0.7383 4.4693
N -1.3866 -1.1257 5.1904
C -1.6287 -2.3070 5.8365
C -2.9062 -2.2649 6.2780
N -3.3735 -1.0184 5.9568
C -2.4472 -0.3367 5.2965
C -4.7007 -0.4452 6.2025
H 0.1369 -2.6167 3.5069
H 1.1214 -2.4244 4.9790
H 1.5508 -1.5211 3.5210
H -0.5407 -0.2512 3.5706
H 0.3889 -0.0134 5.0647
H -0.8839 -3.0722 5.9463
H -3.5359 -2.9061 6.8680
H -2.4861 0.6929 4.9796
H -5.2238 -1.0493 6.9375
H -5.2406 -0.3679 5.2620
H -4.5585 0.5417 6.6374
C -0.8888 8.1913 0.4592
C -2.0821 7.3677 0.0833
N -2.6869 6.6819 1.2396
C -3.3272 7.2662 2.2929
C -3.7695 6.3093 3.1374
N -3.3195 5.1212 2.5907
C -2.7030 5.3636 1.4564
C -3.5292 3.7789 3.1510
H -0.0059 7.5616 0.6230
H -0.9974 8.7378 1.3963
H -0.5861 8.8918 -0.3167
H -1.9673 6.6068 -0.6875
H -2.8963 7.9780 -0.3201
H -3.4973 8.3261 2.3917
H -4.3642 6.3282 4.0310
H -2.2668 4.6251 0.8046
H -4.4696 3.3264 2.8418
H -3.6442 3.9510 4.2209
H -2.6572 3.1616 2.9883
C -4.5901 -3.4130 -0.2095
C -5.5929 -4.4577 -0.6877
N -4.9443 -5.6215 -1.3278
C -4.4860 -6.7695 -0.7162
C -4.0172 -7.5555 -1.7141
N -4.3578 -6.9746 -2.9091
C -4.8809 -5.7723 -2.6335
C -4.1324 -7.4977 -4.2546
H -3.7119 -3.8456 0.2741
H -5.0482 -2.7071 0.4848
H -4.2310 -2.7890 -1.0323
H -6.1869 -4.0151 -1.4845
H -6.2319 -4.7467 0.1404
H -4.2807 -6.8440 0.3374
H -3.4908 -8.4947 -1.6747
H -5.1220 -5.0821 -3.4237
H -4.4029 -8.5563 -4.2072
H -3.0765 -7.5738 -4.5088
H -4.7873 -7.0074 -4.9641
Cl -4.0838 -0.0839 2.3062
Cl -0.2166 2.9863 4.3540
Cl -0.2700 -5.8411 0.2837
Cl 2.5418 -1.5131 -3.9302
Cl 0.3319 4.5607 -0.9336

Cartesian forces, eV/Å:
C 0.04 -0.01 0.29
C 0.45 0.41 -0.05
N -0.51 0.64 -0.15
C -0.03 0.36 -0.29
C -0.37 -0.74 0.55
N 0.76 0.41 0.41
C 0.32 -0.96 -0.38
C -0.49 -0.21 -0.23
H -0.08 -0.25 -0.13
H 0.16 0.03 0.02
H -0.25 -0.02 0.00
H -0.16 0.01 0.00
H -0.07 -0.11 -0.13
H 0.06 -0.16 0.13
H -0.10 0.04 -0.39
H -0.13 0.42 0.20
H 0.00 0.01 0.05
H 0.02 0.03 -0.03
H 0.12 0.02 -0.04
C -0.33 -0.93 0.51
C -0.35 1.06 -0.21
N 0.24 0.16 0.07
C -0.08 0.32 -0.11
C 0.21 -0.84 -0.32
N -0.22 1.09 1.36
C 0.03 -0.69 -0.64
C -0.19 -0.43 -0.79
H 0.13 0.16 0.01
H 0.03 0.05 -0.22
H 0.02 0.33 -0.17
H 0.02 -0.56 -0.17
H 0.49 -0.13 0.09
H -0.08 0.25 0.24
H 0.13 0.02 -0.18
H -0.05 0.10 -0.02
H 0.02 0.15 0.18
H 0.09 0.08 0.22
H 0.16 -0.09 0.33
C -0.02 0.43 -0.25
C -0.61 0.15 0.26
N 0.94 -0.27 0.26
C -0.52 0.60 -0.40
C 0.78 -0.04 0.09
N -0.60 0.13 0.36
C -0.59 -0.31 -0.59
C -0.18 1.56 -0.08
H 0.12 -0.36 0.09
H -0.03 -0.03 0.37
H 0.14 -0.16 -0.31
H -0.04 -0.10 -0.09
H 0.15 0.03 0.07
H 0.30 -0.54 -0.10
H -0.07 0.22 -0.27
H 0.13 -0.11 0.30
H -0.04 -0.69 0.58
H 0.17 -0.39 0.33
H -0.17 -0.37 -0.41
C 0.36 -0.02 -0.07
C -0.65 -0.64 -0.25
N -0.11 0.02 -0.16
C 0.50 -0.55 0.23
C -0.36 -0.08 -0.23
N -0.23 0.88 0.11
C -0.23 -0.23 0.37
C 0.12 -0.75 -1.01
H -0.21 -0.11 0.07
H 0.18 0.11 0.03
H -0.26 0.39 0.08
H 0.45 -0.08 0.01
H 0.02 0.21 0.01
H -0.04 0.49 0.15
H 0.35 -0.04 0.03
H 0.17 -0.14 -0.24
H -0.26 0.12 -0.13
H 0.14 0.09 0.64
H -0.02 0.10 0.07
C 0.45 -0.25 -0.18
C 0.01 0.52 0.18
N -0.20 0.10 -0.70
C 0.91 -0.02 0.53
C -0.52 0.60 -0.79
N -0.77 0.16 0.78
C 0.99 -0.50 -0.15
C -0.18 0.04 0.67
H -0.15 0.14 -0.01
H -0.11 -0.01 -0.01
H -0.19 -0.04 0.07
H 0.09 0.08 0.09
H -0.17 -0.32 0.01
H -0.54 0.07 0.30
H 0.38 -0.60 -0.28
H -0.11 0.08 0.17
H -0.08 0.00 -0.33
H 0.27 -0.13 -0.25
H -0.05 0.10 -0.02
C 0.59 0.11 -0.94
C -0.33 0.45 0.63
N -0.09 -0.34 -0.84
C -0.31 -0.23 0.49
C 0.16 0.63 -0.30
N 0.19 -0.65 -0.47
C -0.59 0.14 1.35
C -0.07 0.57 0.75
H -0.06 -0.28 0.12
H -0.13 0.11 0.34
H -0.26 -0.01 0.20
H 0.08 0.06 -0.11
H 0.08 -0.04 -0.12
H 0.20 -0.13 -0.12
H -0.11 -0.23 0.06
H 0.62 0.35 -0.36
H 0.06 0.04 -0.31
H -0.04 -0.09 0.08
H 0.04 -0.35 -0.22
C -0.49 -0.02 0.05
C -0.02 0.19 0.08
N 0.75 0.20 -0.01
C -0.04 -0.62 -0.08
C -0.29 0.51 0.41
N -0.59 0.92 -0.29
C 0.13 -0.45 0.20
C 0.10 0.01 0.29
H 0.22 -0.13 -0.04
H 0.04 0.03 -0.01
H 0.03 -0.08 -0.03
H 0.26 0.20 0.01
H -0.17 0.16 -0.05
H -0.04 -0.05 -0.11
H 0.24 -0.31 -0.08
H -0.12 -0.07 -0.22
H -0.06 -0.12 -0.14
H -0.04 -0.10 0.00
H -0.06 0.04 -0.06
C 1.37 -0.24 0.22
C -1.55 0.11 -0.26
N 0.28 -0.54 0.17
C -0.72 1.16 0.49
C 0.59 -0.69 -0.56
N -0.63 -0.71 0.21
C 0.41 0.26 -0.42
C -0.54 0.48 0.95
H -0.21 -0.16 -0.15
H -0.45 0.13 -0.12
H -0.33 0.03 -0.10
H 0.75 -0.03 0.15
H 0.18 0.28 0.15
H 0.17 0.01 -0.27
H 0.09 0.13 0.10
H 0.13 0.05 0.00
H 0.17 0.02 -0.54
H 0.31 -0.24 0.06
H 0.08 -0.08 -0.04
C 0.35 0.35 -0.07
C 0.51 0.88 -0.17
N -0.97 0.15 0.73
C 1.27 0.54 -0.30
C -0.33 -0.95 -0.02
N 0.47 1.03 0.10
C 0.39 -0.74 -0.86
C -0.11 -1.55 0.65
H -0.13 -0.13 0.10
H -0.08 -0.17 0.11
H 0.02 -0.20 -0.12
H -0.37 -0.05 0.24
H -0.05 -0.51 -0.19
H -0.36 0.03 0.08
H -0.16 -0.06 0.06
H -0.42 0.22 0.30
H -0.38 0.14 -0.19
H 0.01 0.73 -0.15
H 0.24 0.17 -0.14
Cl 0.57 -0.03 -0.11
Cl -0.07 -0.13 -0.26
Cl -0.01 0.30 -0.12
Cl -0.27 0.33 0.12
Cl 0.03 -0.31 0.07

These are the Löwdin partial charges, in e, on atoms 1 to 99:
1. C -0.06
2. C -0.15
3. N -0.04
4. C -0.01
5. C -0.03
6. N -0.07
7. C -0.01
8. C 0.04
9. H 0.09
10. H 0.07
11. H 0.08
12. H 0.13
13. H 0.10
14. H 0.09
15. H 0.09
16. H 0.18
17. H 0.10
18. H 0.10
19. H 0.11
20. C -0.04
21. C -0.18
22. N -0.05
23. C -0.04
24. C -0.01
25. N -0.07
26. C -0.05
27. C 0.01
28. H 0.09
29. H 0.09
30. H 0.08
31. H 0.13
32. H 0.12
33. H 0.10
34. H 0.14
35. H 0.15
36. H 0.06
37. H 0.01
38. H 0.11
39. C -0.05
40. C -0.17
41. N -0.04
42. C -0.05
43. C -0.04
44. N -0.07
45. C -0.04
46. C -0.06
47. H 0.06
48. H 0.05
49. H 0.06
50. H 0.11
51. H 0.05
52. H 0.00
53. H 0.05
54. H 0.11
55. H 0.03
56. H 0.02
57. H 0.05
58. C -0.05
59. C -0.15
60. N -0.04
61. C 0.01
62. C -0.01
63. N -0.08
64. C -0.01
65. C -0.05
66. H 0.08
67. H 0.09
68. H 0.08
69. H 0.13
70. H 0.13
71. H 0.14
72. H 0.13
73. H 0.14
74. H 0.10
75. H 0.09
76. H 0.03
77. C -0.06
78. C -0.15
79. N -0.03
80. C 0.01
81. C -0.04
82. N -0.06
83. C -0.02
84. C -0.04
85. H 0.09
86. H 0.08
87. H 0.07
88. H 0.13
89. H 0.14
90. H 0.14
91. H 0.07
92. H 0.18
93. H 0.09
94. H 0.05
95. H 0.03
96. C -0.05
97. C -0.14
98. N -0.04
99. C -0.02